# 1
The following is a DFT calculation (ωB97M-V with the def2-TZVPD basis set) of a cluster of 2 separate species, C4H7NO in total at a distorted geometry.

Geometry (Å):
N1 1.288 2.677 1.085
C1 0.657 1.727 0.889
C2 -0.050 0.503 0.582
C3 -0.003 0.170 -0.940
C4 -1.282 0.517 -0.283
H1 -0.106 -0.161 1.448
H2 0.077 -0.816 -1.385
H3 0.558 0.931 -1.470
H4 -1.888 -0.364 -0.078
H5 -1.815 1.435 -0.480
O1 0.475 -2.286 0.164
H6 1.224 -2.832 -0.088
H7 0.873 -1.508 0.576

## Properties
structure (SMILES): N#CC1CC1.O
net charge: 0
HOMO energy: -10.727 eV
energy above the lowest of the compared OMol25 structures with the same formula, charge and spin: 2.227 eV

# 2
The following is a DFT calculation (ωB97M-V with the def2-TZVPD basis set) of the molecule C26H32N4O6.

Geometry (Å):
C1 -0.264 2.852 5.231
C2 -0.814 3.968 4.354
O1 -1.119 3.471 3.050
C3 -2.336 2.974 2.845
O2 -3.225 2.995 3.658
C4 -2.478 2.355 1.465
C5 -2.808 0.866 1.641
C6 -2.959 0.208 0.272
N1 -1.705 0.340 -0.443
C7 -1.533 -0.509 -1.574
C8 -2.561 -0.794 -2.465
C9 -2.281 -1.627 -3.531
C10 -0.994 -2.159 -3.718
C11 0.034 -1.891 -2.837
C12 -0.250 -1.067 -1.753
N2 0.688 -0.765 -0.767
C13 1.987 -1.156 -0.667
O3 2.573 -1.822 -1.500
C14 2.658 -0.708 0.589
C15 3.717 -1.467 1.068
C16 4.370 -1.107 2.231
C17 3.999 0.026 2.947
O4 4.585 0.401 4.124
C18 5.661 -0.359 4.618
C19 2.959 0.831 2.442
O5 2.477 1.975 3.016
C20 3.329 2.786 3.798
C21 2.306 0.446 1.279
N3 -1.035 -2.926 -4.859
C22 0.053 -3.667 -5.432
C23 -2.306 -2.894 -5.393
O6 -2.687 -3.459 -6.395
N4 -3.065 -2.091 -4.565
C24 -4.453 -1.807 -4.793
C25 -1.404 1.739 -0.713
C26 -1.229 2.498 0.600
H1 0.069 3.260 6.181
H2 0.572 2.371 4.729
H3 -1.039 2.112 5.417
H4 -0.068 4.750 4.197
H5 -1.720 4.397 4.794
H6 -3.331 2.842 0.978
H7 -1.996 0.379 2.184
H8 -3.726 0.757 2.219
H9 -3.799 0.684 -0.261
H10 -3.179 -0.856 0.387
H11 -3.545 -0.377 -2.329
H12 1.020 -2.303 -2.960
H13 0.266 -0.261 0.006
H14 4.018 -2.347 0.522
H15 5.174 -1.729 2.587
H16 6.500 -0.376 3.915
H17 5.971 0.138 5.536
H18 5.357 -1.385 4.849
H19 4.298 2.929 3.315
H20 3.482 2.371 4.796
H21 2.819 3.747 3.875
H22 1.535 1.110 0.918
H23 -0.323 -4.155 -6.330
H24 0.876 -2.999 -5.694
H25 0.416 -4.421 -4.730
H26 -4.747 -2.340 -5.696
H27 -4.610 -0.735 -4.936
H28 -5.060 -2.151 -3.953
H29 -2.212 2.208 -1.303
H30 -0.486 1.791 -1.304
H31 -0.376 2.097 1.149
H32 -1.029 3.550 0.391

## Properties
structure (SMILES): CCOC(=O)C1CCN(c2cc3c(cc2NC(=O)c2ccc(OC)c(OC)c2)n(C)c(=O)n3C)CC1
net charge: 0
HOMO energy: -7.400 eV
energy above the lowest of the compared OMol25 structures with the same formula, charge and spin: 0.397 eV

# 3
The following is a DFT calculation (ωB97M-V with the def2-TZVPD basis set) of a structure of composition CHHgO3 at a distorted geometry.

Geometry (Å):
Hg1 -1.915 -0.508 -0.093
O1 -0.666 -0.406 -1.447
H1 0.000 0.271 -1.564
O2 1.551 1.143 1.062
C1 0.854 0.225 0.986
O3 0.176 -0.725 1.057

## Properties
net charge: 0
HOMO energy (alpha / beta): -8.203 / -10.398 eV
multiplicity: 2
energy above the lowest of the compared OMol25 structures with the same formula, charge and spin: 0.711 eV

# 4
The following is a DFT calculation (ωB97M-V with the def2-TZVPD basis set) of a structure of composition C44H53Cl3GeHfN8SSi.

Geometry (Å):
Hf1 -1.028 -0.062 -0.216
C1 1.877 -1.124 5.542
C2 2.667 -1.045 4.235
C3 1.854 -1.363 3.020
C4 1.595 -2.608 2.478
C5 2.010 -3.943 3.008
C6 0.888 -4.626 3.794
C7 0.776 -2.389 1.336
N1 0.542 -1.031 1.176
C8 1.174 -0.445 2.197
C9 0.936 0.983 2.540
C10 0.979 1.917 1.375
C11 1.383 3.268 1.452
C12 1.833 3.988 2.685
C13 0.665 4.459 3.554
C14 1.195 3.784 0.186
C15 0.686 2.721 -0.614
C16 0.346 2.827 -1.949
C17 -0.159 1.834 -2.774
N2 -0.456 0.559 -2.374
C18 -0.917 -0.076 -3.494
C19 -1.321 -1.403 -3.532
C20 -1.179 -2.320 -2.493
N3 -0.649 -2.023 -1.270
C21 -0.440 -3.229 -0.653
C22 0.255 -3.386 0.531
C23 -0.942 -4.302 -1.465
C24 -1.413 -3.734 -2.615
C25 -2.095 -4.390 -3.772
C26 -3.611 -4.178 -3.732
C27 -0.964 -5.740 -1.057
C28 -2.098 -6.038 -0.072
C29 -0.915 0.814 -4.625
C30 -0.447 2.012 -4.173
C31 -0.234 3.272 -4.949
C32 1.215 3.430 -5.412
C33 -1.410 0.477 -5.996
C34 -2.935 0.564 -6.095
N4 0.562 1.569 0.152
C35 1.372 5.197 -0.269
C36 0.046 5.964 -0.263
H1 2.507 -0.873 6.396
H2 1.488 -2.131 5.695
H3 1.018 -0.443 5.538
H4 3.513 -1.735 4.283
H5 3.109 -0.049 4.134
H6 2.883 -3.821 3.653
H7 2.328 -4.592 2.187
H8 0.573 -4.007 4.634
H9 1.209 -5.594 4.181
H10 0.010 -4.781 3.167
H11 1.686 1.302 3.270
H12 2.441 4.848 2.395
H13 2.493 3.345 3.275
H14 0.006 5.117 2.988
H15 1.021 5.001 4.430
H16 0.057 3.621 3.892
H17 0.488 3.798 -2.404
H18 -1.711 -1.775 -4.469
H19 0.437 -4.403 0.851
H20 -1.872 -5.459 -3.771
H21 -1.696 -3.998 -4.712
H22 -4.033 -4.605 -2.823
H23 -4.098 -4.642 -4.590
H24 -3.853 -3.116 -3.731
H25 -0.006 -6.011 -0.605
H26 -1.070 -6.370 -1.943
H27 -2.038 -5.378 0.794
H28 -2.063 -7.070 0.274
H29 -3.068 -5.867 -0.541
H30 -0.544 4.127 -4.344
H31 -0.906 3.276 -5.809
H32 1.899 3.429 -4.562
H33 1.355 4.363 -5.959
H34 1.506 2.605 -6.064
H35 -1.071 -0.525 -6.278
H36 -0.960 1.163 -6.717
H37 -3.414 -0.106 -5.380
H38 -3.278 0.304 -7.096
H39 -3.274 1.573 -5.861
H40 1.802 5.216 -1.275
H41 2.093 5.701 0.378
H42 -0.678 5.497 -0.929
H43 0.190 6.997 -0.578
H44 -0.392 5.965 0.734
Cl1 -2.223 2.106 0.723
Ge1 -4.461 1.591 1.750
Cl2 -4.126 3.177 3.331
Cl3 -5.563 2.887 0.269
N5 -2.988 -0.043 -1.290
C37 -3.522 0.693 -2.030
N6 -4.184 1.351 -2.885
C38 -3.743 2.472 -3.413
N7 -3.428 3.433 -3.970
S1 -1.732 0.479 5.530
C39 -0.919 0.786 4.212
N8 -0.355 1.044 3.205
C40 -2.970 -4.104 4.086
Si1 -4.035 -2.955 3.052
C41 -5.208 -3.964 1.994
C42 -5.006 -1.825 4.179
C43 -2.966 -1.964 1.960
C44 -2.262 -1.288 1.226
H45 -3.570 -4.651 4.816
H46 -2.216 -3.531 4.624
H47 -2.455 -4.833 3.459
H48 -5.919 -4.523 2.605
H49 -4.656 -4.673 1.375
H50 -5.767 -3.307 1.330
H51 -5.663 -2.400 4.835
H52 -5.618 -1.138 3.596
H53 -4.338 -1.227 4.798

## Properties
net charge: -1
HOMO energy (alpha / beta): -4.604 / -5.036 eV
multiplicity: 2
energy above the lowest of the compared OMol25 structures with the same formula, charge and spin: 1.551 eV

# 5
The following is a DFT calculation (ωB97M-V with the def2-TZVPD basis set) of a cluster of 2 separate species, C3H5FS in total at a distorted geometry.

Geometry (Å):
C1 -1.028 0.485 -1.931
C2 -0.493 0.038 -0.803
C3 1.137 -0.408 1.894
F1 2.017 -0.754 0.915
S1 -1.015 0.627 0.726
H1 -0.854 0.053 -2.861
H2 -1.726 1.362 -2.027
H3 0.202 -0.837 -0.727
H4 1.274 0.550 2.322
H5 0.485 -1.115 2.491

## Properties
net charge: 0
HOMO energy (alpha / beta): -8.174 / -8.053 eV
energy above the lowest of the compared OMol25 structures with the same formula, charge and spin: 3.159 eV

# 6
The following is a DFT calculation (ωB97M-V with the def2-TZVPD basis set) of a structure of composition C36H41N8RhSi at a distorted geometry.

Geometry (Å):
Rh1 -0.337 0.564 0.882
C1 -1.128 1.107 3.917
N1 -1.127 -0.069 3.018
C2 -0.243 -1.138 3.501
C3 1.190 -0.994 3.046
C4 2.210 -1.654 3.716
C5 3.496 -1.601 3.205
C6 3.736 -0.855 2.057
C7 2.674 -0.200 1.467
N2 1.427 -0.285 1.941
C8 -2.494 -0.551 2.763
C9 -3.309 0.515 2.071
C10 -4.683 0.605 2.227
C11 -5.366 1.617 1.568
C12 -4.648 2.528 0.807
C13 -3.279 2.362 0.696
N3 -2.628 1.364 1.298
C14 -0.452 2.355 3.388
C15 -0.390 3.479 4.203
C16 0.219 4.627 3.729
C17 0.756 4.625 2.448
C18 0.652 3.471 1.698
N4 0.063 2.363 2.161
H1 -0.652 0.848 4.866
H2 -2.159 1.376 4.154
H3 -0.608 -2.096 3.123
H4 -0.270 -1.205 4.593
H5 1.992 -2.212 4.617
H6 4.300 -2.132 3.697
H7 4.727 -0.781 1.634
H8 2.810 0.414 0.584
H9 -2.995 -0.857 3.688
H10 -2.439 -1.426 2.109
H11 -5.213 -0.102 2.851
H12 -6.441 1.699 1.656
H13 -5.139 3.351 0.308
H14 -2.676 3.050 0.112
H15 -0.819 3.452 5.196
H16 0.277 5.512 4.349
H17 1.243 5.500 2.043
H18 1.048 3.423 0.691
C19 0.681 -3.007 0.500
N5 0.300 -2.123 -0.626
C20 -0.882 -2.744 -1.276
N6 -0.617 -4.105 -1.712
C21 -0.227 -4.915 -0.559
N7 0.971 -4.360 0.077
C22 2.059 -4.320 -0.905
N8 1.699 -3.488 -2.063
C23 1.445 -2.138 -1.576
C24 0.498 -4.092 -2.661
H19 -0.148 -3.032 1.214
H20 1.571 -2.601 0.986
H21 -1.176 -2.145 -2.136
H22 -1.708 -2.751 -0.559
H23 -0.020 -5.933 -0.888
H24 -1.045 -4.938 0.164
H25 2.265 -5.333 -1.249
H26 2.956 -3.918 -0.430
H27 0.785 -0.225 -2.170
H28 2.319 -1.865 -0.974
H29 0.732 -5.117 -2.946
H30 0.213 -3.546 -3.552
C25 -0.612 5.038 -3.439
C26 0.531 4.505 -2.857
C27 0.485 3.258 -2.257
C28 -0.702 2.519 -2.252
C29 -1.841 3.057 -2.863
C30 -1.796 4.312 -3.448
Si1 -0.883 0.881 -1.370
C31 1.385 -1.028 -2.694
C32 0.704 -1.316 -3.989
C33 1.370 -1.330 -5.175
C34 2.735 -1.008 -5.257
C35 3.400 -0.549 -4.103
C36 2.775 -0.527 -2.900
H31 -0.579 6.020 -3.892
H32 1.458 5.064 -2.872
H33 1.384 2.847 -1.809
H34 -2.766 2.490 -2.889
H35 -2.680 4.717 -3.922
H36 -1.793 0.121 -2.276
H37 -0.370 -1.447 -3.990
H38 0.826 -1.575 -6.078
H39 3.256 -1.054 -6.202
H40 4.421 -0.199 -4.180
H41 3.293 -0.149 -2.025

## Properties
net charge: +2
HOMO energy (alpha / beta): -11.556 / -13.179 eV
multiplicity: 5
energy above the lowest of the compared OMol25 structures with the same formula, charge and spin: 1.893 eV

# 7
The following is a DFT calculation (ωB97M-V with the def2-TZVPD basis set) of the ion C3N3O with charge +1 at a distorted geometry.

Geometry (Å):
N1 -3.537 -0.227 -0.014
C1 -2.431 0.047 -0.026
N2 -1.164 0.090 -0.056
C2 -0.016 0.171 0.146
N3 1.200 0.102 -0.070
C3 2.427 0.024 0.083
O1 3.520 -0.207 -0.062

## Properties
structure (SMILES): N#CN=C=[N+]=C=O
net charge: +1
HOMO energy: -16.866 eV
energy above the lowest of the compared OMol25 structures with the same formula, charge and spin: 0.205 eV

# 8
The following is a DFT calculation (ωB97M-V with the def2-TZVPD basis set) of a structure of composition C26H50GdNOP3 at a distorted geometry.

Geometry (Å):
Gd1 0.151 0.220 -0.351
P1 2.286 0.930 1.262
P2 -0.776 2.568 -1.202
P3 2.342 -0.354 -2.207
H1 -1.011 -4.220 0.162
C1 0.079 -4.166 0.118
C2 0.785 -3.594 1.106
H2 0.299 -3.190 2.002
C3 2.174 1.400 3.020
C4 2.842 2.577 0.655
C5 3.798 -0.091 1.404
C6 -2.301 2.523 -2.216
C7 -1.349 3.467 0.298
C8 0.332 3.665 -2.142
C9 3.102 -1.952 -1.707
C10 3.756 0.808 -2.152
C11 2.181 -0.566 -4.018
H3 0.553 -4.540 -0.792
H4 1.873 -3.450 1.055
H5 2.028 0.513 3.646
H6 1.366 2.120 3.186
H7 3.132 1.866 3.276
H8 2.035 3.306 0.814
H9 3.107 2.576 -0.406
H10 3.717 2.857 1.254
H11 3.504 -1.132 1.597
H12 4.371 0.280 2.261
H13 4.428 -0.063 0.511
H14 -2.523 3.577 -2.434
H15 -3.128 2.077 -1.644
H16 -2.179 1.976 -3.164
H17 -2.134 4.182 0.021
H18 -0.505 3.996 0.763
H19 -1.762 2.758 1.033
H20 -0.264 4.448 -2.625
H21 0.825 3.057 -2.916
H22 1.098 4.119 -1.495
H23 3.467 -2.479 -2.600
H24 2.358 -2.587 -1.199
H25 3.938 -1.788 -1.016
H26 4.474 0.594 -2.957
H27 4.269 0.756 -1.184
H28 3.375 1.829 -2.283
H29 3.156 -0.864 -4.441
H30 1.894 0.396 -4.463
H31 1.406 -1.305 -4.268
C12 -1.568 -1.536 -2.949
C13 -2.753 -1.074 -3.518
C14 -2.919 -1.353 -4.878
C15 -2.013 -2.196 -5.533
C16 -1.041 -2.891 -4.806
C17 -0.797 -2.559 -3.470
O1 -0.901 -0.679 -2.043
H32 -1.144 0.319 -2.193
H33 -3.448 -0.433 -2.954
H34 -3.728 -0.873 -5.437
H35 -2.057 -2.311 -6.620
H36 -0.442 -3.657 -5.289
H37 0.019 -2.985 -2.877
C18 -0.798 -1.685 4.369
N1 -1.169 -0.306 4.780
C19 -0.465 0.114 6.029
C20 -1.000 0.675 3.615
C21 -2.001 0.331 2.552
C22 -3.347 0.326 2.963
C23 -4.326 -0.199 2.117
C24 -3.970 -0.623 0.837
C25 -2.635 -0.528 0.418
C26 -1.640 -0.013 1.246
H38 0.195 -1.673 3.913
H39 -1.533 -2.065 3.662
H40 -0.783 -2.304 5.264
H41 -2.179 -0.314 5.006
H42 0.607 0.232 5.832
H43 -0.903 1.059 6.371
H44 -0.638 -0.671 6.772
H45 -1.126 1.699 4.019
H46 0.028 0.555 3.250
H47 -3.616 0.722 3.956
H48 -5.352 -0.279 2.467
H49 -4.713 -1.027 0.147
H50 -2.410 -0.903 -0.580

## Properties
net charge: +3
HOMO energy (alpha / beta): -16.302 / -16.320 eV
multiplicity: 8
energy above the lowest of the compared OMol25 structures with the same formula, charge and spin: 0.635 eV